[1]
# C26H46ClI2NO19P

A cluster of 7 separate species, C26H46ClI2NO19P in total at a distorted geometry (ωB97M-V/def2-TZVPD, the OMol25 dataset).

XYZ file:
```
96
Properties=species:S:1:pos:R:3:forces:R:3
C 0.49059 -0.29185 -2.86422 0.7 0.0 0.5
C 1.50716 0.84033 -3.18626 -1.2 0.5 0.1
I 0.45498 2.19974 -4.55944 1.5 -0.8 -1.0
C 1.93745 1.68563 -1.93200 -0.4 -1.1 -1.1
I 0.27039 2.96023 -1.39859 0.2 0.1 1.0
C 2.30446 0.86967 -0.70243 -0.1 1.1 -0.1
C 2.40314 1.50989 0.51876 0.2 0.6 0.7
C 2.72224 0.82350 1.66138 0.1 -0.4 0.3
C 2.93557 -0.55406 1.59430 0.1 0.3 1.0
C 2.81415 -1.16362 0.39732 -0.5 -1.1 -1.6
P 3.03944 -3.01073 0.26545 0.5 -1.0 0.9
O 1.61511 -3.56654 0.86217 0.6 1.4 -0.6
Cl 2.96115 -3.46011 -1.76134 -0.4 0.8 0.1
N 2.52609 -0.44246 -0.70871 0.0 0.1 -0.6
H -0.39847 -0.25354 -3.48756 0.2 -0.2 0.0
H 0.98820 -1.26625 -2.96838 -0.3 0.1 -0.2
H 0.17092 -0.23054 -1.81553 -0.2 0.1 -0.2
H 2.34448 0.47062 -3.78064 0.1 0.2 0.3
H 2.77863 2.31255 -2.23931 -0.2 0.2 0.3
H 2.22006 2.57217 0.60464 0.0 -0.1 -0.3
H 2.79597 1.33283 2.61566 0.0 0.0 -0.1
H 3.19451 -1.13907 2.47103 -0.1 0.1 -0.1
H 0.97145 -2.83701 0.89400 -0.5 -0.5 0.3
H 2.47126 -0.94419 -1.59580 0.0 -0.1 0.1
C 4.60833 -7.12492 6.10909 0.0 -0.1 0.3
O 5.05125 -6.45758 4.92234 0.0 0.1 -0.1
C 4.16230 -6.44319 3.93481 0.0 0.0 0.1
O 3.06256 -6.92447 3.96198 0.0 0.0 -0.1
O 4.70341 -5.79133 2.89220 -0.3 0.0 0.1
C 3.84128 -5.70633 1.75900 0.0 -0.3 -0.1
H 5.42012 -7.06474 6.82833 0.1 0.1 -0.2
H 3.73123 -6.63029 6.52238 -0.1 -0.1 -0.1
H 4.39408 -8.17188 5.90316 -0.1 0.1 -0.1
H 2.93512 -5.16237 2.01139 -0.1 -0.2 0.1
H 3.59844 -6.69912 1.38088 -0.1 0.0 0.1
H 4.37979 -5.16529 0.98831 0.3 -0.1 0.1
C -7.08285 2.45402 -2.27373 -0.4 0.0 0.1
O -5.80765 1.97981 -2.71651 0.0 -0.1 0.0
C -4.92880 2.94495 -2.97999 -0.1 -0.1 0.0
O -5.12059 4.12663 -2.87254 0.0 0.0 0.0
O -3.79048 2.37083 -3.38222 0.0 -0.1 0.1
C -2.74829 3.29483 -3.70203 0.2 0.0 -0.2
H -7.70848 1.58478 -2.09164 0.2 -0.1 -0.1
H -6.98413 3.01395 -1.34665 0.0 0.1 -0.1
H -7.55342 3.06658 -3.04082 0.1 0.1 0.0
H -2.47994 3.88806 -2.82736 -0.1 0.1 0.0
H -3.04204 3.94694 -4.52405 0.0 0.1 0.1
H -1.88208 2.70153 -4.01224 -0.8 0.2 0.3
C 11.62631 -5.26569 4.41773 0.2 0.0 0.1
O 10.76119 -5.74032 3.38460 0.0 0.0 0.0
C 9.46269 -5.57435 3.63715 0.0 -0.1 -0.1
O 8.99387 -5.07513 4.62734 0.0 0.0 0.0
O 8.77423 -6.05592 2.60348 0.0 0.0 -0.1
C 7.35305 -5.94347 2.74191 0.1 0.0 -0.2
H 12.64525 -5.45776 4.09294 -0.1 -0.1 -0.2
H 11.49824 -4.19442 4.56484 -0.1 0.0 0.1
H 11.44496 -5.80176 5.34779 -0.1 0.1 0.0
H 7.05847 -4.89983 2.82261 0.0 0.0 0.2
H 7.00730 -6.50479 3.60203 0.1 0.1 0.1
H 6.91023 -6.36523 1.84448 0.3 0.0 -0.1
C -3.15455 4.46349 -8.77631 -0.2 -0.2 -0.1
O -2.24611 5.56202 -8.87500 0.0 0.0 0.0
C -1.68069 5.91446 -7.72423 0.0 0.1 -0.2
O -1.87236 5.39426 -6.65295 0.1 -0.1 0.1
O -0.86734 6.94121 -7.95862 0.0 0.0 0.0
C -0.18668 7.43215 -6.80333 0.2 0.2 0.2
H -3.54156 4.28002 -9.77458 0.1 0.2 0.0
H -2.64009 3.56922 -8.42715 0.0 0.1 0.1
H -3.98424 4.70888 -8.11527 0.1 0.0 0.1
H 0.44866 6.65858 -6.37364 -0.1 0.0 0.1
H -0.89795 7.79588 -6.06346 0.0 -0.1 0.0
H 0.43719 8.25968 -7.12920 -0.1 0.0 -0.2
C -11.65721 3.96071 2.26352 -0.3 0.0 0.1
O -10.37866 3.49496 1.82430 0.0 0.0 0.0
C -9.50374 4.46520 1.56447 -0.1 -0.1 0.0
O -9.70300 5.64536 1.66784 0.0 0.0 0.0
O -8.36094 3.89677 1.16696 0.1 -0.1 0.0
C -7.32552 4.82745 0.85152 0.2 0.2 -0.1
H -12.27230 3.08262 2.43996 0.2 -0.1 -0.1
H -11.56390 4.51968 3.19298 0.0 0.1 -0.1
H -12.12728 4.57353 1.49633 0.1 0.1 0.1
H -7.06053 5.42317 1.72362 -0.1 0.1 0.0
H -7.62597 5.47302 0.02753 0.0 0.1 0.1
H -6.45533 4.25279 0.54363 -0.1 -0.2 0.1
C -0.13690 -1.31911 5.32300 0.2 -0.1 0.3
O -1.27283 -0.82851 4.60586 0.1 0.0 -0.1
C -1.30910 -1.16850 3.32466 -0.2 0.1 0.1
O -0.47915 -1.83169 2.74163 0.2 0.1 -0.1
O -2.40909 -0.65015 2.78428 0.2 -0.1 0.0
C -2.56386 -0.96404 1.40305 -0.3 -0.1 -0.4
H -0.23265 -0.97121 6.34725 -0.2 0.1 -0.1
H -0.12044 -2.40744 5.31967 0.0 0.0 -0.1
H 0.78548 -0.92206 4.90018 0.0 -0.1 -0.1
H -2.65048 -2.04002 1.25981 0.1 0.0 0.0
H -1.72652 -0.56855 0.83328 0.1 -0.1 -0.1
H -3.47822 -0.49374 1.05290 0.0 0.1 0.2
```
Positions in Å, forces in eV/Å.

Calculated values
HOMO ... -11.53 eV
Kohn-Sham gap ... 7.01 eV
E_LUMO ... -4.52 eV
Total energy ... -3899.36816 Eh
Charge ... +1
F_max ... 2.1 eV/A

Mulliken population analysis, charges in e, atoms 1 to 4:
1 C -0.94
2 C -0.74
3 I 0.23
4 C -0.59

=====

[2]
# C26H46IrOP2

A structure of composition C26H46IrOP2 at a distorted geometry (ωB97M-V/def2-TZVPD, the OMol25 dataset).

XYZ file:
```
76
Properties=species:S:1:pos:R:3:forces:R:3
Ir -0.43897 -0.00548 0.51730 -1.8 1.1 2.8
C -0.44347 -1.65305 1.89227 0.9 0.0 2.2
C 0.97833 -2.12011 1.84031 -1.4 0.4 0.3
C 0.82896 -0.58869 3.54571 2.2 -0.6 0.0
C -0.47219 -0.73060 3.07471 -1.1 -2.0 -2.4
C 1.71126 -1.41516 2.78732 -0.7 0.7 1.2
C -1.57520 -2.65870 1.76912 -0.1 0.2 0.0
H -1.37911 -3.41272 1.00288 -0.1 0.1 0.1
H -2.51474 -2.14500 1.51985 0.2 -0.2 0.1
H -1.70367 -3.17769 2.73696 0.0 0.1 -0.4
C -1.71188 -0.55101 3.86819 -0.2 0.4 0.0
H -2.58469 -0.31338 3.24727 0.2 -0.1 0.1
H -1.58751 0.25097 4.59410 -0.2 -0.1 0.1
H -1.91960 -1.49681 4.40050 0.1 0.3 -0.1
C 1.24380 0.10927 4.79530 0.0 0.2 0.3
H 1.62547 -0.63893 5.51286 0.0 0.3 -0.2
H 0.39706 0.62516 5.27460 0.4 -0.1 -0.2
H 2.05650 0.83697 4.61311 -0.3 -0.3 0.2
C 3.13265 -1.64176 3.13951 0.2 0.2 0.2
H 3.20531 -2.18395 4.09260 0.1 0.1 -0.1
H 3.65876 -0.68613 3.26891 0.1 -0.3 -0.1
H 3.62827 -2.24404 2.38605 0.2 0.0 -0.1
C 1.47705 -3.29469 1.09740 0.2 -0.4 -0.5
H 1.79534 -4.07946 1.80701 -0.1 0.3 -0.2
H 2.36325 -3.04762 0.49036 -0.2 -0.1 0.1
H 0.72341 -3.74131 0.43336 0.2 0.2 0.2
C -1.74912 0.84649 -3.50143 -1.3 1.1 0.2
C -1.82301 -0.56205 -3.34252 -0.8 -1.8 -0.9
C -0.99792 -1.44001 -4.28044 -0.4 -0.1 0.5
C 0.48738 -1.05202 -4.38396 -0.2 -0.3 -0.3
C 1.01688 -0.37936 -3.13911 1.3 0.8 -1.1
C 1.05502 0.96125 -3.02523 1.2 -0.6 -1.8
C 0.54247 1.81837 -4.17338 -0.3 0.4 0.0
C -0.92479 1.46864 -4.57917 0.2 1.0 -0.4
H -1.43733 -1.39332 -5.29066 0.0 0.0 0.3
H 0.60284 -0.45870 -5.30196 0.2 0.2 0.6
H -1.08212 -2.48417 -3.96961 -0.1 0.0 0.0
H -0.90904 0.89047 -5.52262 -0.2 -0.1 0.7
H -2.61191 1.44394 -3.17222 0.1 -0.3 -0.5
H -2.75778 -1.03443 -3.02948 0.0 0.2 -0.5
H -1.44622 2.39011 -4.87246 0.3 0.0 0.1
H 0.60146 2.88705 -3.90356 0.0 -0.4 0.0
H 1.78194 1.46138 -2.38683 -0.6 -0.4 0.2
H 1.17138 1.72638 -5.08560 -0.1 -0.1 0.7
H 1.07093 -1.95141 -4.61053 0.0 0.0 0.3
H 1.64278 -1.01418 -2.51674 -0.3 0.2 0.1
P -1.48519 0.26763 -1.43239 -1.0 0.2 -1.3
P 1.28078 1.48556 0.45370 -0.9 -1.6 0.4
C -0.91074 2.31726 -1.29971 -0.3 0.6 -0.1
C 0.42621 2.72248 -0.61321 0.6 0.5 -0.4
H -1.78430 2.77847 -0.76152 0.8 -0.8 -0.4
H -0.93453 2.68843 -2.35905 0.2 -0.5 1.2
H 1.19231 2.98143 -1.36015 -0.5 0.5 0.1
H 0.22508 3.61271 0.01123 0.3 -0.3 -0.2
C 2.14881 2.32134 1.79794 0.5 0.5 -0.1
H 2.40820 1.58583 2.57686 -0.1 0.2 -0.4
H 1.51990 3.11069 2.23429 0.4 -0.3 -0.2
H 3.08221 2.75924 1.39946 -0.3 0.0 0.3
C 2.51355 0.39411 -0.30958 1.0 0.4 -0.6
H 3.15955 0.96951 -0.98269 0.3 -0.3 0.0
H 2.02066 -0.42002 -0.86523 0.3 0.7 0.4
H 3.13903 -0.07070 0.47101 -0.3 0.3 -0.1
C -3.29231 0.17610 -0.95564 0.0 0.7 -0.5
H -3.51143 -0.79216 -0.49181 0.3 0.1 -0.2
H -3.97921 0.32793 -1.80347 0.3 -0.1 0.1
H -3.49800 0.96526 -0.22348 0.3 -0.2 -0.1
C -0.92530 -1.59112 -1.21142 1.3 -0.6 -0.1
H -0.36673 -1.80903 -0.27089 0.2 -0.6 -0.2
H -0.21181 -1.89650 -2.00948 -0.7 0.3 0.7
H -1.79715 -2.26706 -1.20640 0.2 0.7 0.1
C -0.86790 2.30476 2.90179 -0.1 0.0 0.3
C -1.41617 1.53261 1.68454 -2.2 0.2 -0.5
O -2.57420 1.87612 1.39003 1.9 -0.5 0.4
H -0.61242 3.33101 2.57057 -0.4 -0.4 0.2
H -1.69018 2.33274 3.65061 0.5 0.3 -0.6
H 0.01303 1.88489 3.39400 -0.1 0.0 -0.3
```
Positions in Å, forces in eV/Å.

Calculated values
HOMO (alpha / beta) ... -8.16 / -10.34 eV
Kohn-Sham gap (alpha / beta) ... 5.87 / 5.66 eV
E_LUMO (alpha / beta) ... -2.29 / -4.68 eV
Total energy ... -1879.97285 Eh
Expectation value of S² ... 6.0332
Charge ... +1
2S+1 ... 5
F_max ... 3.5 eV/A

Mulliken population analysis, charges in e, atoms 1 to 4:
1 Ir 0.30
2 C 2.48
3 C 1.36
4 C 0.69